ORCA calculation (ωB97M-V with the def2-TZVPD basis set) on a cluster of 2 separate species, C6H14N2O2 in total in a non-equilibrium geometry.

The geometry in XYZ format:
```
24
Properties=species:S:1:pos:R:3:forces:R:3
O -1.711499 -3.796039 3.978819 -0.325 0.466 0.964
C -2.026079 -3.640399 5.156998 0.282 -0.506 -0.744
N -2.040749 -4.726658 6.008148 -0.084 0.507 0.232
C -1.505419 -1.085800 5.530538 -0.892 0.091 0.213
C -2.490609 -2.282789 5.735357 0.501 -0.936 -0.053
H -2.093949 -4.601558 7.022068 0.041 -0.291 -0.845
H -1.773519 -5.633808 5.618018 -0.020 0.678 0.428
H -0.907090 -0.862500 6.429847 -0.272 -0.217 -0.363
H -2.211879 -0.255480 5.362898 0.793 0.142 0.064
H -0.826650 -1.150680 4.663548 -0.518 -0.320 0.311
H -2.721329 -2.479279 6.800077 0.070 0.542 -0.418
H -3.443539 -2.051699 5.221579 0.471 -0.226 0.253
O -0.908060 -7.791836 8.090487 -1.406 -3.406 0.129
C -1.390019 -8.966058 8.170126 1.519 2.497 0.197
N -1.274819 -9.696146 9.336238 0.006 0.260 -0.452
C -1.987769 -9.103757 5.618298 0.103 0.910 -0.425
C -2.175729 -9.602588 7.034927 -0.664 -0.649 0.181
H -1.672299 -10.631486 9.453186 0.377 0.803 -0.194
H -0.744240 -9.266897 10.098316 -0.474 -0.346 -0.530
H -2.373129 -9.867486 4.922008 0.131 0.425 0.224
H -0.941980 -8.878446 5.349678 -0.406 -0.135 0.215
H -2.587079 -8.185377 5.499968 0.409 -0.283 -0.288
H -3.224209 -9.368947 7.302417 0.262 -0.430 0.012
H -2.087769 -10.702636 6.947708 0.099 0.425 0.888
```
Forces are in eV/Å.

As for the SMILES: CCC(N)=O.CCC(N)=O. For the energy, the calculation gives -497.0338 Ha. The total charge is 0. For the molar mass, the calculation gives 146.19 g/mol.

Atomic partial charges in e from the Löwdin method, atoms 1 to 4: 0.0176, -0.5362, 0.1427, -0.0918

ORCA calculation (ωB97M-V with the def2-TZVPD basis set) on a cluster of 2 separate species, C6H14N2O2 in total in a non-equilibrium geometry.

The geometry in XYZ format:
```
24
Properties=species:S:1:pos:R:3:forces:R:3
C -1.852434 1.597486 -2.019304 -1.453 0.242 1.609
C -0.940035 -1.945944 -1.577356 0.882 -1.009 0.406
C -1.022342 0.492327 -1.456049 -0.544 -1.519 -0.999
O 0.162069 0.539897 -1.202640 0.191 0.534 -0.115
N -1.679475 -0.727218 -1.446836 0.377 0.506 0.225
H -2.742506 1.742057 -1.383607 0.084 -0.323 0.123
H -2.667810 -0.763968 -1.275866 -0.048 0.050 -0.325
H -1.498186 -2.796723 -1.236420 -0.697 -0.276 0.105
H -1.366150 2.532468 -1.884362 0.686 0.750 -0.682
H -2.317570 1.373647 -2.974726 0.693 0.088 -0.335
H -0.607436 -2.185155 -2.587997 -0.221 0.365 -0.276
H -0.027829 -2.014284 -0.979431 -0.070 0.558 0.128
C 0.524713 -1.303031 2.483222 0.208 -0.376 -1.133
C 2.309184 1.574757 0.805043 -0.037 1.440 0.134
C 1.614436 0.734742 1.849921 0.907 -0.961 -0.557
O 1.768411 0.977585 3.034867 -0.119 0.143 0.040
N 0.960532 -0.383905 1.430558 -0.399 0.412 0.888
H 0.588506 -0.416219 0.492252 0.203 0.001 0.017
H -0.190323 -2.001982 2.046799 0.049 -0.049 0.088
H 2.599866 1.239541 -0.189202 -0.577 -0.715 0.193
H 1.422033 -1.842418 2.780273 -0.170 -0.246 0.400
H 0.085253 -0.827414 3.347143 -0.055 0.348 0.073
H 1.658470 2.448213 0.675374 0.175 0.032 -0.186
H 3.218618 1.955552 1.268344 -0.064 0.003 0.178
```
Forces are in eV/Å.

As for the SMILES: CNC(C)=O.CNC(C)=O. For the energy, the calculation gives -497.0177 Ha. The total charge is 0. For the molar mass, the calculation gives 146.19 g/mol.

Atomic partial charges in e from the Löwdin method, atoms 1 to 4: 0.0025, -0.0947, -0.5167, 0.0499

ORCA calculation (ωB97M-V with the def2-TZVPD basis set) on a cluster of 2 separate species, C6H14N2O2 in total in a non-equilibrium geometry.

The geometry in XYZ format:
```
24
Properties=species:S:1:pos:R:3:forces:R:3
C -0.366299 1.079582 -3.145473 0.303 0.808 1.194
C 0.385445 -2.051689 -1.078725 0.876 -1.028 -0.486
C -0.094308 -0.345740 -2.798689 0.374 -1.108 -1.119
O -0.156331 -1.201847 -3.665638 -0.275 -0.169 0.016
N 0.255699 -0.692980 -1.539872 -0.240 0.755 1.296
H -0.707849 1.630232 -2.257151 -0.229 -0.020 -0.331
H 0.477953 0.028164 -0.874118 -0.169 -0.025 -0.456
H 1.251368 -2.520706 -1.552895 0.018 -0.038 -0.100
H 0.545152 1.593804 -3.453270 0.078 -0.208 -0.193
H -1.084095 1.111893 -3.950140 -0.172 0.041 -0.083
H 0.575657 -2.140790 -0.008029 -0.265 0.540 -0.018
H -0.453956 -2.696154 -1.337446 -0.248 0.367 -0.035
C 1.829756 0.109574 2.127333 -0.075 0.387 0.122
C -1.825268 1.080593 2.049812 -1.584 -0.100 -0.431
C -0.482863 0.749981 2.608743 0.450 0.315 -0.193
O -0.211832 0.732090 3.789556 -0.208 -0.082 0.406
N 0.492618 0.483122 1.690659 0.489 -0.130 0.481
H 0.347461 0.518349 0.706719 -0.531 0.192 0.060
H 2.408504 -0.082810 1.226083 0.115 -0.407 0.173
H -2.617256 0.403886 2.396313 0.558 -0.443 0.000
H 2.341394 0.903225 2.673488 -0.204 0.266 -0.080
H 1.788427 -0.716292 2.836671 0.046 -0.285 -0.346
H -2.282583 2.017048 2.376834 0.812 0.319 0.063
H -1.853392 1.050269 0.958107 0.083 0.053 0.061
```
Forces are in eV/Å.

As for the SMILES: CNC(C)=O.CNC(C)=O. For the energy, the calculation gives -497.0211 Ha. The total charge is 0. For the molar mass, the calculation gives 146.19 g/mol.

Atomic partial charges in e from the Löwdin method, atoms 1 to 4: -0.0008, -0.0761, -0.5624, 0.0490

ORCA calculation (ωB97M-V with the def2-TZVPD basis set) on a cluster of 2 separate species, C6H14N2O2 in total in a non-equilibrium geometry.

The geometry in XYZ format:
```
24
Properties=species:S:1:pos:R:3:forces:R:3
C -1.654602 1.926730 1.514015 -3.211 2.067 0.995
C 1.606110 2.587369 -0.335349 2.171 -0.171 -0.014
C -0.214592 2.055918 1.290321 0.726 -0.744 -1.259
O 0.436958 1.284944 1.917197 2.562 -1.795 1.575
N 0.358840 2.799555 0.277057 -1.437 -1.622 2.775
H -2.056400 0.916915 1.620302 0.727 -0.214 -0.889
H -0.234154 3.493894 -0.016545 -1.089 1.866 -1.428
H 1.721098 1.572460 -0.812011 -0.563 1.337 -0.472
H -2.010496 2.271083 2.528299 0.975 0.274 -0.775
H -2.255108 2.524712 0.820140 -0.139 -0.330 -0.100
H 1.742097 3.544915 -0.836270 0.186 -0.710 -1.493
H 2.556926 2.611709 0.235320 -0.923 -0.040 1.048
C 1.903506 -2.199139 -0.681545 2.100 -0.531 -1.987
C -1.966383 -2.475646 -0.569840 2.347 3.027 1.150
C -0.499970 -2.483591 -1.252975 -1.243 1.281 1.026
O -0.357590 -2.427302 -2.458812 0.415 -0.588 0.839
N 0.532993 -2.368451 -0.297002 -1.452 -0.129 0.633
H 0.267798 -2.037144 0.663273 0.326 -0.688 -1.634
H 2.131074 -1.117465 -0.880307 -0.057 -0.883 0.050
H -2.590113 -3.297779 -0.833836 -0.252 -0.582 -0.062
H -2.488772 -1.461688 -0.786047 0.896 -1.798 -0.195
H 2.703584 -2.572133 0.063957 -1.709 0.402 -0.918
H 2.084174 -2.792566 -1.705483 -0.439 1.383 2.301
H -1.716976 -2.357308 0.536138 -0.919 -0.814 -1.164
```
Forces are in eV/Å.

As for the SMILES: CNC(C)=O.CNC(C)=O. For the energy, the calculation gives -496.9653 Ha. The total charge is 0. For the molar mass, the calculation gives 146.19 g/mol.

Atomic partial charges in e from the Löwdin method, atoms 1 to 4: -0.0215, -0.1045, -0.5685, 0.0649

ORCA calculation (ωB97M-V with the def2-TZVPD basis set) on a cluster of 2 separate species, C6H14N2O2 in total in a non-equilibrium geometry.

The geometry in XYZ format:
```
24
Properties=species:S:1:pos:R:3:forces:R:3
C -2.581173 0.833955 0.566490 -1.436 -0.552 -0.481
C 0.604123 0.462071 2.455608 1.332 -0.921 1.880
C -0.796612 0.804855 2.171629 -1.876 0.539 -0.584
O -1.505250 1.512351 2.873148 0.681 -0.001 0.165
N -1.322130 0.316000 0.994083 1.985 0.097 0.584
H -0.726897 -0.364226 0.534233 -0.636 0.474 -0.467
H -2.806782 0.720102 -0.515122 0.294 -0.847 0.687
H 1.278111 1.309526 2.432648 0.053 0.340 -1.186
H -3.345551 0.387884 1.240918 -0.037 0.449 -0.871
H -2.655419 1.908448 0.641154 0.370 0.372 0.672
H 0.764962 0.303182 3.540831 -0.749 -0.506 -0.319
H 0.972216 -0.441563 1.943553 0.031 0.682 -0.043
C 0.176519 0.572502 -2.787956 -1.441 -0.450 0.535
C 1.763083 -1.916491 -0.308668 0.377 0.169 -0.162
C 1.282989 0.009178 -1.922406 0.849 0.161 -2.031
O 2.404591 0.440331 -2.122461 0.211 -0.190 1.095
N 0.960725 -1.059264 -1.166339 -0.662 -0.660 0.616
H -0.045897 1.596174 -2.464672 0.290 -0.092 -0.414
H -0.775134 0.017136 -2.674630 0.335 0.176 0.023
H 0.028602 -1.415108 -1.288471 -0.078 0.197 -0.179
H 2.130054 -2.810901 -0.806381 -0.118 -0.110 -0.404
H 0.443872 0.487209 -3.847111 0.204 0.374 0.388
H 2.676531 -1.413260 0.036292 -0.621 0.122 0.248
H 1.074468 -2.260090 0.473632 0.641 0.177 0.248
```
Forces are in eV/Å.

As for the SMILES: CNC(C)=O.CNC(C)=O. For the energy, the calculation gives -497.0097 Ha. The total charge is 0. For the molar mass, the calculation gives 146.19 g/mol.

Atomic partial charges in e from the Löwdin method, atoms 1 to 4: -0.1002, -0.0025, -0.5527, 0.0423

ORCA calculation (ωB97M-V with the def2-TZVPD basis set) on a cluster of 2 separate species, C6H14N2O2 in total in a non-equilibrium geometry.

The geometry in XYZ format:
```
24
Properties=species:S:1:pos:R:3:forces:R:3
C -0.298635 -2.838298 -1.226579 -0.347 0.291 -0.719
C -0.178760 0.697497 -2.683594 -0.865 0.848 1.433
C 0.309231 -1.564832 -1.766983 0.554 1.135 0.551
O 1.488941 -1.467838 -2.058221 0.066 -0.383 -0.136
N -0.529425 -0.509055 -1.965899 -0.688 -0.641 -0.072
H -0.865872 -2.840446 -0.300025 0.121 0.615 0.201
H -1.449526 -0.576726 -1.570986 -0.164 -0.009 -0.112
H -0.046790 1.493195 -1.936731 1.021 -0.065 -0.168
H -1.030273 -3.055022 -2.012851 0.172 -0.804 0.121
H 0.510969 -3.548249 -1.142674 -0.085 -0.355 -0.216
H 0.674762 0.518894 -3.312613 0.213 0.169 -0.155
H -1.042102 1.143018 -3.183899 -0.001 -0.776 -0.671
C -0.139627 2.790224 0.909621 0.072 -0.954 1.375
C 0.355547 -0.677541 2.510484 0.668 0.449 -0.228
C -0.217392 0.686992 2.217428 -0.545 0.548 1.425
O -1.212499 1.024987 2.848192 -0.207 -0.144 -0.665
N 0.480475 1.587671 1.481815 -0.285 -0.020 -0.921
H 1.244831 1.240276 0.971535 0.974 -0.633 -0.600
H -0.928909 2.953904 1.626869 -0.394 0.761 -0.022
H 0.608632 3.573258 0.937003 -0.204 0.301 -0.277
H 1.156091 -1.034402 1.861325 -0.365 -0.088 -0.373
H -0.586314 2.616560 -0.067620 0.230 0.061 -0.136
H 0.840202 -0.552359 3.466017 0.069 -0.048 0.567
H -0.468977 -1.360937 2.653952 -0.010 -0.259 -0.202
```
Forces are in eV/Å.

As for the SMILES: CNC(C)=O.CNC(C)=O. For the energy, the calculation gives -497.0176 Ha. The total charge is 0. For the molar mass, the calculation gives 146.19 g/mol.

Atomic partial charges in e from the Löwdin method, atoms 1 to 4: -0.0009, -0.0655, -0.5632, 0.0361

How do the records compare in HOMO? In the order shown, they have -9.4; -9.1; -9.9; -9.5; -9.7; -9.6 eV.
How do the records compare in relative energy (zero: lowest compared OMol25 entry of this formula, charge and spin)? In the order shown, they have 0.646; 1.083; 0.990; 2.509; 1.300; 1.087 eV.